Formula: C4H8IOP
Source: OMol25
Level of theory: the ωB97M-V functional and the def2-TZVPD basis

Properties
relative energy (zero: lowest compared OMol25 entry of this formula, charge and spin): 54.0 kcal/mol
HOMO-LUMO gap (alpha / beta): 0.2859 / 0.2654 Ha
E_LUMO (alpha / beta): -0.6 / -1.4 eV
highest occupied orbital energy (alpha / beta): -8.36 / -8.61 eV
energy: -871.43599 hartree
total charge: 0
molecular weight: 230.0 g mol⁻¹

Element x y z (Å)
C: 0.0415 -1.1805 0.1459
C: 0.5873 -0.6581 -1.1634
C: 0.1492 -0.2363 1.3748
C: 0.0873 0.6361 -1.6896
O: 0.1442 2.5314 1.8010
P: -0.4155 1.5038 0.9724
I: -2.9469 1.4700 0.9749
H: -1.0238 -1.4544 0.0304
H: 0.5949 -2.1265 0.2741
H: 1.7157 -0.6661 -1.1137
H: 0.5347 -1.3986 -1.9853
H: -0.3082 -0.7084 2.2349
H: 1.1154 -0.1056 1.7467
H: 0.7275 1.4388 -1.7957
H: -1.0034 0.9544 -1.8073

Atomic partial charges in e from the natural (NBO) method, atoms 1 to 8: number 1, C, carries -0.396; number 2, C, carries -0.505; number 3, C, carries -0.781; number 4, C, carries -0.305; number 5, O, carries -1.039; number 6, P, carries 1.450; number 7, I, carries -0.217; number 8, H, carries 0.215

Formula: C3H2FNO2
Source: OMol25
Level of theory: the ωB97M-V functional and the def2-TZVPD basis

Properties
relative energy (zero: lowest compared OMol25 entry of this formula, charge and spin): 17.6 kcal/mol
HOMO-LUMO gap: 0.3652 Ha
E_LUMO: 0.7 eV
highest occupied orbital energy: -9.24 eV
energy: -420.57244 hartree
total charge: 0
molecular weight: 103.1 g mol⁻¹

Element x y z (Å)
C: -0.6985 -0.0846 -0.1335
C: -0.1950 1.1827 -0.0937
C: 1.3323 -0.2872 -0.0709
H: -1.8569 -1.5098 0.5095
H: -0.6212 2.1164 0.0298
N: 0.2917 -1.0815 -0.2099
O: -1.9810 -0.5713 -0.0184
O: 1.2369 0.9794 -0.0181
F: 2.4917 -0.7441 0.0051

Atomic partial charges in e from the natural (NBO) method, atoms 1 to 8: number 1, C, carries 0.399; number 2, C, carries -0.098; number 3, C, carries 0.863; number 4, H, carries 0.503; number 5, H, carries 0.221; number 6, N, carries -0.559; number 7, O, carries -0.669; number 8, O, carries -0.403

Formula: C25H21Cl3N4OPdS4
Source: OMol25
Level of theory: the ωB97M-V functional and the def2-TZVPD basis

Properties
⟨S²⟩: 0.753
relative energy (zero: lowest compared OMol25 entry of this formula, charge and spin): 84.3 kcal/mol
HOMO-LUMO gap (alpha / beta): 0.1376 / 0.1375 Ha
E_LUMO (alpha / beta): -11.2 / -11.2 eV
highest occupied orbital energy (alpha / beta): -14.93 / -14.93 eV
energy: -4359.64774 hartree
spin multiplicity: 2
total charge: +3
molecular weight: 734.5 g mol⁻¹

Element x y z (Å)
Pd: 0.4811 -3.7731 -1.1729
C: 3.6812 -3.6292 -2.9728
C: 2.7531 -2.5236 -3.3389
N: 1.7176 -2.1322 -2.6326
C: 1.1170 -1.0403 -3.2349
C: 1.6876 -0.6200 -4.3938
S: 3.0214 -1.6060 -4.7665
C: -1.0126 -1.2085 -1.7928
C: -2.2407 -0.3761 -1.4169
S: -3.6120 -0.9202 -2.0564
C: -2.6819 -2.3608 -2.8446
N: -1.4563 -2.3130 -2.5956
C: -3.4724 -3.3416 -3.6124
H: 3.2779 -4.2044 -2.1432
H: 4.6424 -3.2136 -2.6644
H: 3.8669 -4.2906 -3.8182
H: 1.3894 0.1983 -5.0316
H: -2.2006 0.5689 -0.8810
H: -4.0990 -2.8452 -4.3556
H: -4.1357 -3.8826 -2.9312
H: -2.8016 -4.0427 -4.1033
Cl: -4.4069 4.5750 0.5902
C: -2.9915 3.6715 0.9319
C: -1.7659 4.3088 1.0742
C: -0.6465 3.5554 1.3724
C: -0.6877 2.1668 1.5232
C: 0.6316 1.4879 1.8653
C: 1.4799 1.2018 0.6261
N: 0.7724 0.3213 -0.3487
C: 0.6051 0.6347 -1.5867
C: -0.0285 -0.3059 -2.5634
N: -0.3208 -1.7657 -0.6221
C: 0.4364 -1.0159 0.0582
O: 0.5705 0.2832 2.5687
C: 0.1631 0.3799 3.9746
C: 0.6879 1.5971 4.6464
C: -0.0757 2.6777 4.9986
Cl: -1.7725 2.8597 4.7877
S: 0.8277 3.9179 5.7452
C: 2.2716 3.0162 5.5785
C: 2.0576 1.8096 4.9907
C: -1.9362 1.5641 1.3727
Cl: -2.1885 -0.1663 1.5578
C: -3.0820 2.2956 1.0881
H: -1.7017 5.3840 0.9803
H: 0.2957 4.0690 1.5337
H: 1.2225 2.2244 2.4262
H: 2.3923 0.6831 0.9217
H: 1.7303 2.1180 0.0955
H: 1.0027 1.5871 -1.9250
H: -0.5536 0.2828 -3.3187
H: 0.9439 -1.3547 0.9532
H: 0.5737 -0.5271 4.4132
H: -0.9246 0.3431 4.0326
H: 3.2005 3.4178 5.9505
H: 2.8383 1.0795 4.8274
H: -4.0449 1.8051 1.0342
S: 1.4430 -7.0212 -1.8431
C: 1.0581 -5.6050 -1.5520

Atomic partial charges in e from the natural (NBO) method, atoms 1 to 8: number 1, Pd, carries 0.690; number 2, C, carries -0.674; number 3, C, carries 0.106; number 4, N, carries -0.574; number 5, C, carries 0.175; number 6, C, carries -0.425; number 7, S, carries 0.599; number 8, C, carries 0.145

Formula: C19H26I2IrNO4PS3Te
Source: OMol25
Level of theory: the ωB97M-V functional and the def2-TZVPD basis

Properties
relative energy (zero: lowest compared OMol25 entry of this formula, charge and spin): 4.3 kcal/mol
HOMO-LUMO gap: 0.2459 Ha
E_LUMO: -3.6 eV
highest occupied orbital energy: -10.31 eV
energy: -3598.88041 hartree
total charge: +1
molecular weight: 1033.2 g mol⁻¹

Element x y z (Å)
Ir: -0.4473 -0.1856 0.1731
I: -0.4826 4.9983 -0.1789
C: 1.0849 3.6411 -0.1118
C: 2.4206 4.0915 -0.1028
C: 3.4730 3.2199 -0.0067
I: 5.4112 3.9751 -0.0051
C: 3.2299 1.8258 0.1022
C: 4.2109 0.8226 0.2792
C: 3.8403 -0.4835 0.4264
C: 2.4833 -0.8382 0.3824
N: 1.5508 0.0698 0.1898
C: 1.8919 1.3983 0.0650
C: 0.7978 2.2973 -0.0602
O: -0.4338 1.8039 -0.0851
H: 2.6079 5.1544 -0.1697
H: 5.2549 1.1045 0.3138
H: 4.5770 -1.2577 0.5857
H: 2.1513 -1.8571 0.5111
C: -3.9787 1.8690 1.6492
C: -4.1461 0.6770 0.7130
S: -2.8255 -0.5172 0.2795
C: -2.7190 -1.6758 1.6584
C: -1.8553 -1.2118 2.8245
S: -0.4967 -0.0641 2.4054
C: -1.1032 1.6291 2.6975
C: -2.1055 1.8722 3.8068
S: -3.8175 1.3968 3.3952
H: -4.8918 2.4599 1.5704
H: -3.1683 2.5251 1.3444
H: -4.4756 1.0244 -0.2675
H: -4.9191 0.0090 1.0955
H: -2.2622 -2.5434 1.1872
H: -3.7157 -1.9558 1.9995
H: -1.3627 -2.0707 3.2808
H: -2.4322 -0.6989 3.5892
H: -1.4716 1.9942 1.7519
H: -0.1762 2.1751 2.8903
H: -2.0771 2.9393 4.0285
H: -1.8661 1.3481 4.7332
C: -0.4862 0.0539 -3.7364
C: -1.3482 -1.0752 -3.2245
O: -1.0333 -1.3464 -1.8324
P: -0.1561 -2.6538 -1.3258
O: -0.2171 -2.2364 0.1799
Te: -0.8808 -4.7349 -1.9326
O: 1.2840 -2.2303 -1.8660
C: 2.1286 -3.0315 -2.7349
C: 3.1259 -3.8196 -1.9235
H: -0.6456 0.1858 -4.8068
H: 0.5692 -0.1660 -3.5716
H: -0.7292 0.9933 -3.2366
H: -1.2087 -2.0007 -3.7849
H: -2.4081 -0.8260 -3.2363
H: 2.6133 -2.3124 -3.3934
H: 1.4956 -3.6890 -3.3299
H: 3.7675 -3.1597 -1.3376
H: 3.7608 -4.4015 -2.5923
H: 2.6121 -4.5115 -1.2554

Atomic partial charges in e from the natural (NBO) method, atoms 1 to 8: number 1, Ir, carries 0.959; number 2, I, carries 0.200; number 3, C, carries -0.220; number 4, C, carries -0.217; number 5, C, carries -0.199; number 6, I, carries 0.203; number 7, C, carries -0.032; number 8, C, carries -0.104